Computed, not measured: C33H32ClMnN3O3PS2 as an isolated structure in a non-equilibrium geometry, with ωB97M-V/def2-TZVPD.

HOMO level (alpha / beta): -0.2846 / -0.3003 hartree
Orbital gap (alpha / beta): 0.2229 / 0.2763 hartree
Energy above the lowest of the compared OMol25 structures with the same formula, charge and spin: 0.877 eV
Spin multiplicity: 5
LUMO (alpha / beta): -1.68 / -0.65 eV

Atoms and positions in Å:
H 5.43451 1.85629 -0.04579
H -3.10543 0.20556 -6.35575
C -4.14046 0.20880 -0.20726
H -0.21476 -2.22655 0.48536
C -0.50866 -2.85269 5.25053
H -5.52230 -0.16670 -6.67839
N -0.80338 3.60841 -1.06532
C -3.67436 -0.32753 -5.60557
C -0.75571 3.06728 -0.03446
H -2.23881 -1.61801 5.51691
C -1.49504 -1.97900 4.81917
C -1.53237 -0.26203 -1.71999
H 2.48915 3.68681 -2.36319
C -3.12647 -2.14899 -2.34806
C -5.13344 -1.73481 -3.71048
C -3.03946 -0.80664 -4.47197
Mn 0.66146 0.20068 0.88438
C -0.61008 -1.50128 1.19562
C 0.46790 -2.80466 3.06982
C -5.51041 0.69883 0.25316
H -1.35136 -2.21947 -1.36797
H -1.62003 -1.18482 0.93596
H 7.06646 -2.78424 0.45146
H -3.39041 0.43065 0.55630
Cl 1.76767 -3.26474 2.01298
H 7.81114 1.33818 -0.41737
H -3.91382 1.97588 -1.41183
H 2.90421 1.38100 -1.58528
C -0.54887 -1.96552 2.58285
C 2.68244 4.26080 0.96621
S 0.16865 -0.04811 -1.51646
H -0.49517 -3.20364 6.27337
C 2.10195 0.42001 3.47864
C 7.59122 -0.75291 0.00240
C 5.78715 0.83940 0.06819
H -6.25100 0.58280 -0.54141
H 2.36314 5.53469 -0.72701
H 8.63973 -0.97315 -0.15053
H 3.87105 -0.74168 3.07583
C 2.97397 1.92024 0.49445
C 2.89681 2.96461 1.41178
C -5.03365 -0.53900 -5.78755
C 4.90366 -0.17089 0.43358
O 2.06996 0.65287 4.66561
C 7.12647 0.54505 -0.14507
C -1.52034 -1.55760 3.50480
P 3.17176 0.15490 0.93793
C 0.48262 -3.26301 4.37155
C 2.54743 4.52435 -0.38711
H 4.67817 -2.27242 0.81471
N -2.31431 0.78154 -1.82372
H -4.35519 0.54440 -2.33225
H -5.85203 0.13235 1.11829
H -1.97555 -0.65465 -4.34239
H -5.67920 -2.29923 -2.96552
C 2.62746 3.48972 -1.30862
H -2.28849 -0.87117 3.16862
O 1.06653 0.31222 2.69958
C 6.70873 -1.76838 0.34323
H 2.99113 2.77732 2.47377
C -3.73960 0.90439 -1.50893
C 5.36984 -1.47987 0.55189
H -4.17190 -0.87418 -0.34958
C 3.44799 0.21085 2.75535
C -3.77206 -1.50674 -3.51684
H 2.61077 5.06347 1.68868
O -3.47499 -3.21820 -1.91146
C -5.76454 -1.24061 -4.83713
H 4.15503 0.99400 3.02781
H -5.46710 1.75328 0.52791
S -0.74762 2.27418 1.40728
H -6.82260 -1.41108 -4.98527
H 1.27133 -3.92631 4.69932
C 2.83675 2.19552 -0.87144
H -1.80604 1.67727 -1.78794
N -1.97725 -1.54812 -1.79040

Cartesian forces (eV/Å) of the 2 atoms listed first:
H 0.0 0.0 0.0
H 0.0 0.0 0.0

Mulliken atomic charge list, values in e, 4 entries:
1 H 0.33
2 H 0.42
3 C 0.68
4 H 0.74

***

Computed, not measured: a 2-piece molecular cluster, C33H32N2O4S2 overall in a non-equilibrium geometry, with ωB97M-V/def2-TZVPD.

HOMO level: -0.2797 hartree
Orbital gap: 0.2729 hartree
LUMO: -0.18 eV

Atoms and positions in Å:
C -2.15075 2.80399 -1.68983
C -0.79766 -1.21380 -0.27111
H 2.04793 0.65816 -3.41673
H -0.70371 -0.68796 0.68329
C 2.10357 -2.66467 -4.12084
H -2.96881 0.02877 -1.39373
H 3.71245 -3.73028 -5.02806
N -1.12208 2.41137 0.24872
C -4.27055 -1.67780 -1.76399
C 4.11698 -1.59359 -4.92344
H -0.78518 1.71655 -3.89055
H -2.78028 3.11700 -2.51894
C 1.52400 -1.13225 3.49124
C -2.35468 2.74745 -0.36426
O 2.49722 -0.19960 -0.70500
C 0.29059 -1.49494 -1.01704
C 2.05028 -3.46921 3.06458
H -3.72650 3.23371 2.22653
H -2.07888 2.72238 4.77842
C -0.26668 2.39462 -3.21017
C 0.41319 3.07478 5.76197
H 1.28564 -0.31534 4.17611
O -0.71964 -0.28697 -3.17949
C 1.63049 -1.44123 -3.65479
C 1.94602 -1.89199 1.24965
H -0.21323 3.83828 6.23383
O -0.53400 -2.76799 -3.19840
C -3.48396 -3.79431 -0.92787
C 1.68049 2.57122 0.95618
H -1.55492 -3.75467 0.07146
H 0.77054 2.07698 -3.17244
C 2.39677 -0.28684 -3.81676
H -5.00082 -1.07086 -2.29659
H 0.32130 2.16178 6.36200
C -2.32055 -3.17637 -0.46553
H 1.45037 3.39981 5.81862
N -0.84571 2.31815 -1.89782
C -0.23481 1.99977 -0.72845
H -3.65944 1.89855 3.38690
H 2.01700 2.91216 3.57179
C -1.73773 2.45854 2.66978
H 2.44595 -3.97281 0.99942
H -3.60361 -4.87532 -0.83075
C -3.11402 -1.04579 -1.28433
C -4.46852 -3.05737 -1.59426
C -3.21906 2.28154 2.45698
C -1.31587 2.69936 3.99077
H 1.51476 -3.56215 -3.97406
C 0.02772 2.87278 4.33254
C 3.62265 -0.35997 -4.48580
H 1.63123 -2.64453 5.02283
H 2.02992 3.60597 0.79487
S 0.02594 -1.48723 -2.83876
H -5.38370 -3.53314 -1.96934
H 1.46797 0.13836 1.73466
C 0.96322 2.79189 3.30334
H 1.28136 2.13395 -0.03122
H 4.20995 0.54757 -4.63874
H 2.54429 2.00459 1.31842
C 2.16892 -3.19609 1.70456
S 1.95469 -1.53149 -0.49045
C 1.73142 -2.43796 3.95584
H -3.48557 1.56859 1.66631
H 2.20927 -4.48745 3.41999
H 5.10510 -1.66287 -5.39450
C 1.62915 -0.86412 2.12877
C 3.35055 -2.74691 -4.72967
H -3.25771 2.96210 0.17690
O 2.58564 -2.67396 -1.11122
C -2.08824 -1.79791 -0.68519
H -0.33221 3.41290 -3.62711
C 0.59978 2.57256 1.96594
C -0.77519 2.45157 1.61400

Cartesian forces (eV/Å) of the 2 atoms listed first:
C 0.7 -0.7 -0.1
C 1.0 -0.7 0.0

Mulliken atomic charge list, values in e, 4 entries:
1 C -1.15
2 C -0.27
3 H 0.18
4 H 0.52

***

Computed, not measured: C33H32N4O2SSc as an isolated structure, with ωB97M-V/def2-TZVPD.

Total charge: +1
HOMO level: -0.3928 hartree
Orbital gap: 0.2634 hartree
LUMO: -3.52 eV

Atoms and positions in Å:
C 0.24435 3.94735 -1.25715
H 1.45698 2.36742 -0.48095
C -0.74664 -1.96111 -3.03322
S -1.50241 5.90484 -2.20874
C 1.94549 -2.83000 2.62330
C -1.65557 -0.21463 3.37109
C -1.79667 2.42327 -0.30627
H -2.82248 -0.14369 5.24441
C -1.06040 4.40478 -1.42600
C -2.34744 0.37322 4.42587
H 0.79509 -2.55461 4.45316
H -2.70133 -2.33332 0.57585
C 1.37181 -1.17967 -2.11661
H 1.89572 -1.77632 2.32995
H -2.58729 1.80150 0.09723
C 1.76430 -2.94329 4.13668
H -3.47885 -3.53504 2.66025
H 2.39801 6.66093 -5.08213
C -1.36706 -1.55946 3.06079
H 3.90875 0.07803 -2.19267
H 3.07305 -1.54867 -3.40239
Sc -0.20730 -0.10300 0.76063
C 2.17557 -0.57969 -1.09370
C 1.91433 6.85211 -4.13137
H -4.72092 -3.55093 1.40774
O 1.70284 -0.16763 0.00710
C -0.35720 -3.17051 1.61160
C -2.09896 3.60960 -0.93066
C 0.93623 -3.64582 1.85553
C -1.30435 -3.92842 0.91960
C 2.00340 -1.65652 -3.29520
H 2.25430 -5.31050 1.60746
C -0.09408 -2.40714 -4.15328
N -0.66331 -1.82537 1.99944
H 0.33736 7.63382 -0.76895
C 2.00609 7.88727 -2.10684
H 4.13211 -1.40113 -1.26679
H -1.81556 -2.07538 -2.91658
H -2.98929 -3.77986 -0.35938
H 2.53612 -2.38548 4.66715
H -0.66144 -2.88488 -4.94196
C 3.65689 -0.41812 -1.25675
C -0.93769 -5.20463 0.50170
C 0.32956 -5.70260 0.74765
H 1.82144 -3.98568 4.45119
C 0.45011 2.74102 -0.62268
H 4.04501 0.15228 -0.41811
C -3.71968 -3.89980 1.66035
N 2.57876 7.62476 -3.27670
H -2.71486 2.52787 4.82408
C 1.29532 -2.25823 -4.29514
H 2.56091 8.52868 -1.43209
O -0.70902 -0.93889 -0.93617
H 0.59715 -6.69538 0.41094
N -0.54036 1.97647 -0.14754
C 0.67009 6.30108 -3.85856
H -1.66058 -5.80850 -0.03431
H -1.72347 -2.36321 3.70338
H -1.33056 2.87259 2.54460
C -0.03994 -1.34118 -1.98734
C 0.76457 7.38886 -1.73175
H -3.13153 3.91604 -1.02842
C -2.29333 1.75246 4.20671
C 1.25986 -4.92409 1.41819
H 1.79560 -2.61845 -5.18225
C 0.09191 6.57189 -2.62721
C -1.57817 1.93840 3.02754
C -2.69503 -3.42330 0.63017
H -3.74230 -4.98893 1.70911
N -1.17952 0.76102 2.50126
H 0.16615 5.68134 -4.58770
H 2.94671 -3.17102 2.35235
H 1.09264 4.51519 -1.61056

Cartesian forces (eV/Å) of the 2 atoms listed first:
C 0.0 0.0 0.0
H 0.0 0.0 0.0

Mulliken atomic charge list, values in e, 4 entries:
1 C -0.62
2 H 0.65
3 C -0.82
4 S -0.20

***

Computed, not measured: C33H32N5O2Sr as an isolated structure in a non-equilibrium geometry, with ωB97M-V/def2-TZVPD.

Total charge: +1
HOMO level: -0.3579 hartree
Orbital gap: 0.2312 hartree
Energy above the lowest of the compared OMol25 structures with the same formula, charge and spin: 3.754 eV
LUMO: -3.45 eV

Atoms and positions in Å:
H 2.91283 0.30030 5.43662
C -0.66587 -2.14830 -0.50348
H -2.36827 4.21570 2.12882
H -5.26247 2.46110 -0.86098
H 1.34153 -1.33080 -3.74388
H 5.48623 -2.39250 5.25222
H 1.63323 -2.28750 -1.78288
O -1.50727 0.37990 0.39502
C 1.66363 1.22060 -6.61818
C -1.32317 2.42440 2.62592
C -4.90827 -0.79200 -0.08008
N 1.02203 2.19310 2.65972
C -0.00557 3.14380 2.87012
Sr 0.15433 1.87700 0.62182
C 0.70153 -2.34730 0.14662
N -1.87527 3.31330 0.37932
C 1.44783 -0.62580 -4.55378
C 1.42933 1.65820 -5.32928
H -7.43387 -0.59550 -0.67238
C 2.51733 -0.17600 2.05352
H 3.96133 -2.34700 6.14092
C -2.95127 -2.09140 0.52192
C 4.65393 -1.75670 5.54052
H -3.64477 -2.79120 0.98622
H -5.46967 -1.71420 -0.02098
C 1.10063 1.15810 -2.93098
C -3.50317 -0.86310 0.13622
C -2.72497 0.34840 0.05982
H 4.71963 -2.47520 0.77492
C 3.44533 -1.29460 1.93622
C -2.49497 2.68100 -0.51808
H -0.74807 -2.76520 -1.40898
H 1.76783 -2.12360 -6.05188
H 0.01283 3.56350 3.88522
H -7.15797 0.76750 -1.76318
C -6.99857 0.39610 -0.75328
C 2.38573 0.39180 3.38532
N -1.71837 -2.55340 0.40202
H 1.31503 2.71180 -5.12188
C 4.17143 -1.72060 3.08072
C -4.76757 1.54500 -0.56928
H 1.29373 1.77290 4.65592
C 1.33103 0.74170 -4.27778
O 1.91083 0.28610 1.05762
H 0.11593 3.97120 2.17342
C -3.42597 1.54960 -0.32528
H 5.03023 -0.95010 6.16602
H -3.27597 2.71250 1.82472
C 1.68163 -1.06840 -5.83608
H 1.64383 -0.73060 -0.88708
C -5.53737 0.36260 -0.44498
C 1.77763 -1.82120 -0.80668
H -2.19527 2.87720 -1.54738
H 1.73763 1.92490 -7.43398
N 2.28253 -1.03450 -9.22538
C 3.76223 -1.95990 0.74412
H -1.51557 -3.42590 0.87842
N 3.12483 -2.14990 -0.39488
C 2.06443 -0.61740 -8.18118
C 3.05323 -0.14650 4.46152
H -1.13037 1.45610 2.19742
H -0.76267 -1.09410 -0.77948
H 0.73603 -1.77020 1.06902
C -2.28747 3.19080 1.74642
C 1.80263 -0.14440 -6.87558
H 4.89233 -2.51600 2.95702
C 0.89913 1.43550 -1.76368
H -7.51747 1.06250 -0.06848
H 0.86893 -3.40400 0.37212
H 3.67033 -2.60810 -1.11308
C 3.95733 -1.21430 4.33322
C 1.51713 1.52480 3.60902
H -1.81967 2.22810 3.57852

Cartesian forces (eV/Å) of the 2 atoms listed first:
H -0.1 0.0 0.1
C 0.7 0.4 -0.4

Mulliken atomic charge list, values in e, 4 entries:
1 H 0.44
2 C -0.55
3 H 0.55
4 H 0.50

***

Which calculated total energy belongs to each record? In order, -120157.2093; -67576.3375; -76331.2324; -47113.6637 eV.